This record from OMol25 describes C20H20BCl2IrN9O2 as an isolated structure at a distorted geometry. The level of theory is wB97M-V/def2-TZVPD.

## Properties
HOMO level (alpha / beta) in eV: -13.34 / -13.33
Orbital gap (alpha / beta) in eV: 2.76 / 2.46

```
! wB97M-V def2-TZVPD RIJCOSX def2/J DEFGRID3
* xyz 2 2
H 4.310 -4.813 -0.625
H 0.096 -0.165 -6.013
N -1.366 1.495 0.056
H -4.049 -2.424 1.459
N 2.480 0.120 -0.457
C 0.856 -0.133 3.199
Ir 0.252 0.006 -0.022
H -0.911 -3.020 -1.386
C -2.721 -3.240 -0.110
H -1.977 0.218 4.720
H 5.386 -3.171 0.864
N -3.857 -0.040 2.395
C -1.567 -2.656 -0.619
C 2.963 -1.210 -0.439
B -2.470 -0.028 1.779
C -5.777 -0.011 3.501
H -0.890 3.094 -1.234
N -1.259 -0.021 2.732
C 2.826 -3.437 -1.338
C -4.403 -0.132 3.625
O -0.945 1.873 -3.880
C -6.000 0.131 2.116
C 0.189 0.005 4.409
N -4.855 0.064 1.492
H -6.928 0.221 1.585
C 2.352 -2.144 -1.294
H 4.504 -0.879 1.031
Cl -1.051 -1.569 -4.457
H 3.017 0.732 0.160
H -3.164 -4.175 -0.384
H -3.838 -0.289 4.519
C -0.214 1.359 -3.179
N -2.351 -1.288 0.872
C -1.146 0.079 4.066
C 4.029 -1.598 0.378
H 2.493 0.491 -1.410
H 1.534 -1.817 -1.927
Cl 1.813 -1.066 -4.633
C -2.753 3.228 -0.036
C -3.183 -2.341 0.834
C 4.520 -2.886 0.290
H -6.517 -0.067 4.276
O 0.509 0.893 -2.403
C 0.231 -0.626 -5.048
N -0.024 -0.143 2.204
C 3.918 -3.811 -0.558
C -1.575 2.678 -0.522
N -1.360 -1.486 -0.019
H -3.200 4.163 -0.302
H 2.358 -4.159 -1.985
H 0.607 0.045 5.393
H 1.911 -0.229 3.024
H -4.099 2.362 1.489
C -3.225 2.300 0.874
N -2.379 1.259 0.906
*
```